[1]
30
Properties=species:S:1:pos:R:3 method="wB97M-V/def2-TZVPD" relative_energy_ev=0.000 homo_lumo_gap_ev="5.13 / 5.81" spin_multiplicity=3
H 0.903 -1.096 -0.642
C -0.836 0.630 -0.507
S -2.257 1.502 -0.294
H -5.016 1.023 -1.342
H 0.526 2.923 1.142
H -0.319 1.759 2.184
C -3.797 -1.598 -3.145
H 1.021 0.058 3.116
C -4.687 -0.589 -2.723
N -0.812 -0.268 -1.393
C 1.198 -0.540 2.123
N -0.155 2.130 1.255
H 2.310 1.725 2.157
H 3.452 0.712 1.646
H -4.088 -2.273 -3.828
H -1.744 -2.231 -3.173
H 0.248 -1.021 1.897
H 2.740 1.993 0.488
H -5.701 -0.752 -3.052
C -2.463 -1.542 -2.758
C -3.020 0.430 -1.413
N 0.323 1.074 0.465
C 1.956 -0.640 -0.311
H 2.611 -1.369 -0.023
C -2.085 -0.466 -1.912
H 2.510 -0.109 -1.057
H 1.917 -1.310 2.230
C 2.579 1.286 1.225
C -4.325 0.419 -1.831
C 1.513 0.281 0.891


[2]
28
Properties=species:S:1:pos:R:3 method="wB97M-V/def2-TZVPD" relative_energy_ev=1.615 homo_lumo_gap_ev=8.74
C 2.980 1.360 -1.377
H 3.020 2.322 -0.907
H -2.617 -3.011 -0.954
C -1.932 -2.113 -1.175
H 0.906 1.545 2.504
C 0.477 -1.630 -0.380
H 1.793 0.206 -2.738
H -3.252 0.856 3.176
O 0.553 1.485 -1.852
C -2.439 -0.416 1.579
H -1.346 2.227 3.419
H 2.963 0.652 -0.485
N 1.060 -0.840 0.681
C -1.260 -0.832 0.993
H 0.286 0.613 -1.545
H -2.690 -1.356 -1.167
H -3.403 -0.859 1.337
C -2.431 0.611 2.554
C -0.916 -1.596 -0.196
H 3.961 1.042 -1.905
H -1.503 -2.304 -2.169
H 1.984 2.016 -3.252
H 1.127 -2.263 -1.070
C -1.263 1.337 2.736
C -0.012 0.924 2.237
H 2.038 -0.982 0.920
C 0.003 -0.257 1.438
C 1.913 1.262 -2.397


[3]
28
Properties=species:S:1:pos:R:3 method="wB97M-V/def2-TZVPD" relative_energy_ev=7.035 homo_lumo_gap_ev=9.12
H 3.748 -2.670 0.358
C 2.413 1.329 -0.051
H 3.457 1.694 0.406
H 4.294 -0.696 0.651
H -1.647 -2.763 0.366
H -3.960 -0.187 -1.013
H -0.048 -1.893 1.077
C -1.709 -1.520 -0.115
H -2.322 1.989 0.263
N -3.987 -0.241 -0.080
C 1.765 0.014 -0.249
C -0.228 -1.209 0.035
C -2.054 1.123 -0.189
H 0.568 -1.773 -0.458
H -0.492 3.462 0.210
C -0.542 1.197 -0.161
H -4.511 -1.140 0.144
H 2.277 3.417 0.423
C 1.585 2.535 0.116
O 2.360 -1.158 0.037
H 4.412 -1.398 -1.055
H -2.549 -0.207 1.515
C 3.714 -1.499 -0.108
C -2.513 -0.271 0.474
H -2.436 1.042 -1.201
H -2.192 -1.701 -1.144
C 0.188 2.407 -0.107
C 0.409 0.116 -0.143


[4]
28
Properties=species:S:1:pos:R:3 method="wB97M-V/def2-TZVPD" relative_energy_ev=1.594 homo_lumo_gap_ev=8.82
C 1.171 3.025 0.329
H 2.787 -2.246 -1.360
C -1.990 -1.299 0.912
H -0.241 -1.448 -2.642
C 0.309 2.536 -0.662
H -3.262 0.194 1.756
C 2.174 2.182 0.947
H 1.249 4.084 0.560
H -3.710 -1.623 2.129
C 0.040 -0.762 -1.878
C 1.056 -1.039 -0.976
H 1.278 -3.176 -0.966
H -1.092 0.974 -2.307
H 1.991 -2.213 0.448
H 3.033 2.479 1.581
C 1.856 -2.219 -0.700
O -1.120 -0.504 1.711
H -0.365 -0.349 1.092
C 1.330 0.329 -0.434
H -0.204 3.445 -1.144
C -3.413 -0.824 1.392
H 2.937 0.179 0.909
H -4.274 -0.806 0.717
C 0.344 1.205 -1.011
H -1.837 -2.363 1.174
N -0.344 0.507 -1.928
C 2.179 0.848 0.541
H -1.883 -1.115 -0.190


[5]
30
Properties=species:S:1:pos:R:3 method="wB97M-V/def2-TZVPD" relative_energy_ev=0.355 homo_lumo_gap_ev=9.13
H -2.750 3.700 1.458
C -1.894 2.479 -0.065
H 1.721 -4.143 1.278
C -0.248 1.580 -1.190
H 2.648 -0.428 0.054
H 0.897 -0.893 2.526
O -1.325 -1.705 -0.914
H 0.343 -3.199 -0.672
H -3.786 3.452 0.053
H 1.313 0.612 0.623
H -2.583 0.643 0.894
O -0.892 2.740 -0.936
H 1.179 0.569 -2.380
C -2.757 3.609 0.373
H 2.073 -2.739 -0.727
C 1.325 -3.127 1.263
C -1.905 1.154 0.242
H -2.388 4.533 -0.065
C -0.513 -0.885 -0.528
C 0.885 1.589 -2.153
C -0.827 0.563 -0.479
N 0.749 -1.238 -0.164
C 1.133 -2.636 -0.174
C 1.852 -0.982 1.985
H 1.741 2.125 -1.740
H 0.588 2.090 -3.072
O 2.263 -2.327 1.951
H 2.627 -0.438 2.527
C 1.680 -0.412 0.569
H 0.357 -3.104 1.787


[6]
42
Properties=species:S:1:pos:R:3 method="wB97M-V/def2-TZVPD" relative_energy_ev=0.642 homo_lumo_gap_ev=6.55 total_charge=-1
O 1.049 -5.246 1.011
H -6.091 -1.826 -1.034
H -4.896 -2.389 -2.236
O 1.310 2.745 1.832
H -4.340 -0.137 -1.241
O 1.078 -3.197 0.141
O 2.700 -4.622 -0.405
O 3.046 -1.662 -1.738
H 0.081 4.468 2.027
H 0.446 -4.647 1.480
C 1.046 4.120 1.657
C 1.170 4.293 0.126
H -4.733 -0.087 1.267
O 1.126 2.951 -0.331
O 2.948 -0.457 -3.682
O 4.501 -1.363 2.870
O 1.278 -0.546 -2.155
O -2.825 -1.306 -0.945
H -4.402 -1.869 1.279
H 2.140 4.739 -0.108
C -4.210 -1.059 -0.661
H 0.058 4.656 -1.696
H 1.849 4.730 2.064
C 0.044 4.981 -0.661
C -2.040 -0.919 0.051
C -4.119 -0.895 0.875
O 3.021 -1.092 1.205
O -2.759 -0.550 1.120
O 4.879 -2.250 0.845
H -0.871 4.533 -0.262
H 2.210 0.021 -4.082
H 3.830 -0.766 3.221
C 2.413 -0.967 -2.547
C 4.132 -1.619 1.578
Zn 1.511 -1.216 -0.148
C -5.073 -2.199 -1.182
C 1.698 -4.317 0.234
C 1.224 2.066 0.653
H -4.944 -3.104 -0.590
O 1.283 0.895 0.569
H 0.080 6.043 -0.426
O -0.844 -0.935 0.024